No. 1
56
Properties=species:S:1:pos:R:3:forces:R:3 method="wB97M-V/def2-TZVPD" total_charge=+1 s_squared=8.77 spin_multiplicity=6 orbital_gap_ev="8.846 / 6.779" lumo_energy_ev="-2.105 / -4.881" homo_energy_ev="-10.95 / -11.66" relative_energy_kcal_mol=0.0
Co -0.4906 0.8574 0.9930 0.0 0.3 -0.3
S 0.9036 -0.1069 2.5421 -0.1 -0.2 0.1
S -2.5976 0.9976 1.5976 -0.1 0.0 0.1
P -0.8545 -0.4552 3.4899 0.0 -0.1 -0.1
P -0.0189 0.6284 -1.3363 0.5 -0.1 0.3
O -1.3660 -1.8735 2.9756 -0.1 0.0 -0.1
O -0.6756 -0.5462 5.0528 0.2 0.0 0.2
N 0.4691 2.7545 0.7040 -0.1 0.0 0.0
C 0.6162 4.1977 -3.2686 0.0 0.0 0.0
C -0.8499 -1.1158 -4.9253 0.0 0.0 0.0
C 0.4866 -1.1353 5.7282 -0.1 0.1 -0.1
C 4.0497 0.0264 -1.1911 -0.1 0.0 0.0
C -2.9383 -0.5044 -3.8858 0.1 0.0 0.0
C -2.2468 -0.0208 -2.7855 -0.1 0.0 0.0
C 0.3160 2.3697 -1.7218 -0.1 0.0 -0.1
C -3.4982 -2.7019 2.1932 -0.1 0.0 -0.1
C 0.8063 4.5895 -0.9037 0.0 0.0 -0.1
C 1.7300 -1.4754 -0.9061 0.0 0.0 0.0
C -2.6744 -2.3618 3.4059 0.1 0.0 0.1
C 2.9665 -2.0740 -0.7443 0.0 0.0 0.0
C 0.4545 -2.6410 5.6516 0.0 0.0 0.0
C -0.1539 -0.6280 -3.8292 0.0 0.0 0.0
C 0.5385 3.2515 -0.6658 0.0 0.0 0.1
C 0.8438 5.0623 -2.2072 0.0 0.0 0.0
C 1.6418 -0.1188 -1.2276 -0.1 0.0 -0.2
C 0.3545 2.8586 -3.0248 0.0 0.0 0.0
C -0.8544 -0.0746 -2.7596 -0.1 0.0 0.0
C 4.1286 -1.3210 -0.8816 0.0 0.0 0.0
C 2.8072 0.6273 -1.3709 0.1 0.0 0.0
C -2.2378 -1.0503 -4.9531 0.0 0.0 0.0
H 5.0951 -1.7889 -0.7480 0.0 0.0 0.0
H -0.3104 -1.5482 -5.7574 0.0 0.0 0.0
H 1.3814 -0.7161 5.2684 0.0 0.0 0.0
H 0.0378 3.4613 1.2924 0.0 0.0 0.1
H 0.9799 5.2639 -0.0730 0.0 0.0 0.0
H -2.4735 -3.2375 4.0211 0.0 0.0 0.0
H 3.0288 -3.1269 -0.5030 0.0 0.0 0.0
H 1.3993 2.5995 1.0880 0.1 0.1 -0.1
H 0.1689 2.1843 -3.8518 0.0 0.0 0.0
H 1.2702 -3.0465 6.2523 0.0 0.0 0.0
H 0.8299 -2.0673 -0.7781 0.0 0.0 0.0
H 0.4164 -0.7694 6.7483 0.0 0.0 0.0
H -3.1627 -1.6145 4.0344 0.0 0.1 -0.1
H 0.5793 -2.9958 4.6283 0.0 0.0 0.0
H 1.0469 6.1086 -2.3924 0.0 0.0 0.0
H -2.7772 -1.4327 -5.8099 0.0 0.0 0.0
H -3.0521 -3.5261 1.6376 0.0 0.0 0.0
H -0.4841 -3.0279 6.0488 0.0 0.0 0.0
H -2.7914 0.3987 -1.9466 0.0 0.0 0.0
H -4.0190 -0.4613 -3.9058 0.0 0.0 0.0
H 4.9524 0.6118 -1.3055 0.0 0.0 0.0
H 0.6385 4.5649 -4.2857 0.0 0.0 0.0
H -4.5007 -2.9986 2.5045 0.0 0.0 0.0
H -3.5939 -1.8412 1.5305 0.0 0.0 0.0
H 0.9277 -0.6859 -3.8047 0.0 0.0 0.0
H 2.7562 1.6756 -1.6382 0.0 0.0 0.0

***

No. 2
66
Properties=species:S:1:pos:R:3:forces:R:3 method="wB97M-V/def2-TZVPD" orbital_gap_ev=9.641 lumo_energy_ev=0.580 homo_energy_ev=-9.06 relative_energy_kcal_mol=5.7 smiles="Cc1cc(C(=O)N(C)CCCCCCNC(=O)C[C@H]2CCCC[C@@H]2C)ccc1F"
F -4.9411 -2.9428 -1.4071 0.0 0.0 0.0
O -4.5031 0.1923 3.9684 0.0 0.0 0.0
O 2.9629 -1.6942 0.6981 0.0 0.0 0.0
N 3.2160 0.3524 1.6045 -0.1 0.0 -0.1
N -3.9901 1.9352 2.6110 0.0 0.0 0.0
C 3.1425 -1.2325 -4.6853 0.0 0.0 0.0
C -1.1281 1.1955 2.0829 0.0 0.0 0.0
C 4.8982 -0.5213 -2.9882 0.0 0.0 0.0
C -3.2661 2.3963 1.4330 0.0 0.0 0.0
C 0.3837 1.2755 2.2435 0.0 0.0 0.0
C -3.9749 -2.4221 0.6650 0.0 0.0 0.0
C -4.3070 0.6238 2.8442 0.0 0.1 0.0
C 3.3794 -0.5532 0.6027 0.1 0.1 0.1
C -3.8206 -1.5236 1.7088 0.0 0.0 0.0
C 0.9999 -0.0543 2.6555 0.0 0.0 0.0
C -4.4512 -0.2876 1.6608 0.0 -0.1 0.0
C 2.5132 0.0062 2.8301 0.0 0.0 0.0
C 4.5875 -1.3719 -4.2224 0.0 0.0 0.0
C 6.3634 -0.6874 -2.5978 0.0 0.0 0.0
C 2.4767 -0.7139 -2.3204 0.0 0.0 0.0
C 2.1740 -1.5548 -3.5543 0.0 0.0 0.0
C -3.9579 2.8204 3.7620 0.0 0.0 0.0
C -4.7848 -2.0659 -0.3917 0.0 0.0 -0.1
C -5.2652 0.0280 0.5792 -0.1 0.1 0.0
C 4.1702 -0.0519 -0.5938 0.1 -0.1 0.0
C -1.7594 2.5159 1.6613 0.0 0.0 0.0
C 3.9260 -0.8763 -1.8527 0.0 0.0 0.0
C -6.3394 -0.5450 -1.6484 0.0 0.0 0.0
C -5.4601 -0.8568 -0.4736 0.1 -0.1 0.1
H 1.1431 -1.3927 -3.8777 0.0 0.0 0.0
H -7.0461 -1.3522 -1.8386 0.0 0.0 0.0
H 5.2728 -1.1025 -5.0306 0.0 0.0 0.0
H -1.5713 0.8611 3.0273 0.0 0.0 0.0
H 3.9493 1.0051 -0.7788 0.0 0.0 0.0
H -4.6483 2.4438 4.5097 0.0 0.0 0.0
H 1.8001 -0.9825 -1.5078 0.0 0.0 0.0
H -6.8976 0.3728 -1.4697 0.0 0.0 0.0
H 6.5452 -1.6936 -2.2097 0.0 0.0 0.0
H 0.6300 2.0427 2.9883 0.0 0.0 0.0
H -3.2164 -1.7778 2.5695 0.0 0.0 0.0
H 7.0066 -0.5474 -3.4685 0.0 0.0 0.0
H -1.3723 0.4255 1.3417 0.0 0.0 0.0
H 3.5595 1.2866 1.4737 0.0 0.0 0.0
H 4.7890 -2.4222 -3.9766 0.0 0.0 0.0
H -3.4871 -3.3869 0.6651 0.0 0.0 0.0
H -3.4431 1.6982 0.6189 0.0 0.0 0.0
H -2.9646 2.8761 4.2163 0.0 0.0 0.0
H -5.7493 -0.4154 -2.5573 0.0 0.0 0.0
H 2.3044 0.3454 -2.5559 0.0 0.0 0.0
H 2.7795 0.7504 3.5832 0.0 0.0 0.0
H 4.7247 0.5311 -3.2580 0.0 0.0 0.0
H 0.7706 -0.8186 1.9094 0.0 0.0 0.0
H 2.9724 -0.2043 -5.0254 0.0 0.0 0.0
H 5.2209 -0.1045 -0.2968 0.0 0.0 0.0
H 0.5569 -0.3880 3.5990 0.0 0.0 0.0
H 2.2594 -2.6148 -3.2916 0.0 0.0 0.0
H -1.3072 2.8649 0.7279 0.0 0.0 0.0
H 4.0821 -1.9300 -1.5922 0.0 0.0 0.0
H -5.7766 0.9846 0.5562 0.0 0.0 0.0
H -3.6815 3.3630 1.1341 0.0 0.0 0.0
H 2.8832 -0.9629 3.1672 0.0 0.0 0.0
H 6.6824 0.0280 -1.8396 0.0 0.0 0.0
H 0.8272 1.6061 1.2983 0.0 0.0 0.0
H 2.9572 -1.8823 -5.5436 0.0 0.0 0.0
H -4.2542 3.8225 3.4471 0.0 0.0 0.0
H -1.5454 3.2844 2.4100 0.0 0.0 0.0

***

No. 3
53
Properties=species:S:1:pos:R:3:forces:R:3 method="wB97M-V/def2-TZVPD" total_charge=-2 orbital_gap_ev="5.373 / 5.382" lumo_energy_ev="4.198 / 4.197" homo_energy_ev="-1.18 / -1.18"
S 0.5732 1.5941 2.3742 0.0 -1.1 0.9
S -0.9624 1.5488 -4.2192 0.0 0.1 -0.1
Mg -0.2156 -0.2302 0.2600 -0.4 -0.1 -0.3
O -1.2366 -1.0810 2.1289 -0.1 0.6 -0.1
O 0.1558 1.7017 0.9263 0.1 -0.1 0.3
O 1.3192 0.2986 2.4952 -0.1 0.1 0.5
O -0.6346 1.3719 3.2215 -0.3 0.6 -0.2
O 3.2873 0.3143 0.5426 0.3 0.1 0.0
O 2.2832 -0.3150 0.7911 0.5 -0.6 -0.9
O 1.4015 2.7077 2.8110 -0.4 0.3 -0.3
N 0.1233 0.8519 -1.9750 -0.1 0.3 -0.2
C -4.6643 -0.4902 -0.9767 0.0 0.0 0.0
C -2.2625 -0.0247 -0.6711 0.1 -0.1 -0.1
C 2.9594 2.4951 -4.5110 0.1 0.0 0.0
C 0.2790 -2.1307 -0.7778 0.2 0.0 0.2
C -3.4346 0.4050 -2.8146 0.0 0.0 0.0
C -4.6390 -0.0239 -2.2902 0.0 0.0 0.0
C -1.5690 -2.2115 2.8770 0.1 -0.1 0.0
C 4.8547 2.2942 -2.8564 0.0 0.0 0.0
C 0.7336 1.8134 -4.0305 0.1 0.0 0.0
C 2.4655 1.5348 -2.3582 -0.1 0.1 -0.2
C 5.7438 1.5054 -3.8289 0.0 0.0 0.0
C 1.6489 2.3667 -4.9188 -0.1 0.0 0.0
C -1.0195 0.8920 -2.5802 0.0 -0.2 0.2
C 5.1573 1.8164 -1.4390 0.0 0.0 0.0
C 3.3851 2.0925 -3.2317 0.0 0.0 0.0
C 1.1337 1.3860 -2.7592 -0.1 0.0 0.1
C -3.4995 -0.5217 -0.2230 0.0 0.1 0.1
C -2.2888 0.4143 -2.0081 0.0 0.1 -0.1
C 5.2046 3.7868 -2.9439 0.0 0.0 0.0
H 5.6333 1.8571 -4.8562 0.0 0.0 0.0
H -3.3911 0.7208 -3.8540 0.0 0.0 0.0
H 5.4829 0.4460 -3.8044 0.0 0.0 0.0
H 4.9294 0.7591 -1.3084 0.0 0.0 0.0
H 6.7952 1.6059 -3.5445 0.0 0.0 0.0
H 3.6753 2.9257 -5.2017 0.0 0.0 0.0
H 6.2179 1.9709 -1.2241 0.0 0.0 0.0
H -2.6528 -2.3953 2.8637 0.0 0.0 0.0
H 2.7311 1.2240 -1.3605 0.0 0.0 0.1
H 1.3365 -2.4339 -0.7430 0.0 -0.1 0.0
H -5.5420 -0.0021 -2.8914 0.0 0.0 0.0
H -1.2481 -2.1109 3.9186 0.0 0.0 0.0
H 5.0679 4.1777 -3.9537 0.0 0.0 0.0
H 4.5714 2.3534 -0.6931 0.0 0.0 0.0
H 0.0091 -2.0322 -1.8389 0.0 0.0 0.0
H 1.3412 2.6975 -5.9033 0.0 0.0 0.0
H -0.3035 -2.9763 -0.3801 0.0 0.0 0.0
H 4.5704 4.3628 -2.2683 0.0 0.0 0.0
H -5.6047 -0.8268 -0.5466 0.0 -0.1 0.0
H -1.0701 -3.0819 2.4440 0.0 0.0 0.0
H 6.2470 3.9470 -2.6533 0.0 0.0 0.0
H -3.5528 -0.9356 0.7818 0.0 0.1 0.0
H -1.1242 -0.2723 2.6926 0.1 0.1 0.1

***

No. 4
14
Properties=species:S:1:pos:R:3:forces:R:3 method="wB97M-V/def2-TZVPD" orbital_gap_ev=7.471 lumo_energy_ev=0.114 homo_energy_ev=-7.36 relative_energy_kcal_mol=109.3
O -1.3166 -0.9835 -2.3283 0.1 -0.3 0.3
O -0.4549 0.8326 1.1488 0.0 -0.2 -0.2
N 1.7652 0.7353 1.6259 -0.1 0.2 -0.1
C 0.6886 0.3382 0.9555 0.1 0.0 0.0
C -1.4291 0.1135 -1.6745 0.1 0.2 1.2
C -1.0144 -0.3643 -0.0168 0.0 0.1 -0.4
C 0.4660 -0.7911 0.0130 0.1 0.1 -0.1
H -0.6595 0.9179 -1.8810 -0.1 -0.2 0.3
H 1.6406 1.4674 2.3126 0.1 0.0 -0.2
H 0.8826 -0.7450 -0.9931 0.2 0.1 0.1
H 2.6934 0.5586 1.2731 -0.1 -0.2 0.1
H -1.6028 -0.9637 0.7042 -0.3 0.3 -1.0
H 0.7620 -1.7402 0.4827 -0.3 0.2 -0.2
H -2.4212 0.6243 -1.6220 0.2 -0.3 0.2